# C2H9NS

A 3-piece molecular cluster, C2H9NS overall in a non-equilibrium geometry (ωB97M-V/def2-TZVPD, the OMol25 dataset).

Values from the calculation:
**Gap between HOMO and LUMO (spin up / spin down)**: 0.1145 / 0.2987 Eh
**Total charge**: -1
**Spin multiplicity**: 2
**LUMO level (spin up / spin down)**: 3.9 / 4.0 eV
**HOMO (spin up / spin down)**: 0.8 / -4.1 eV
**ΔE to the lowest compared entry with this formula, charge and spin**: 26.0 kcal per mole

Geometry (Å):
N  -0.51287  -1.64561  -2.81481
H  0.36710  -1.44320  -3.28550
H  -0.90229  2.28621  3.47190
H  -0.30113  -1.32903  -1.86365
H  -0.56399  -2.64248  -2.89326
C  0.47699  -0.14457  0.93541
C  0.05341  1.01033  0.09611
S  1.86737  0.31664  -0.08413
H  -0.28444  1.88069  3.66228
H  0.05517  -1.12334  0.71666
H  0.54438  -0.02474  2.01888
H  -0.84380  0.86707  -0.51818
H  0.04410  1.99204  0.55829


# C2H9NS

C2H9NS as an isolated structure in a non-equilibrium geometry (ωB97M-V/def2-TZVPD, the OMol25 dataset).

Values from the calculation:
**Gap between HOMO and LUMO**: 0.3470 Eh
**LUMO level**: 0.2 eV
**HOMO**: -9.3 eV
**ΔE to the lowest compared entry with this formula, charge and spin**: 53.4 kcal per mole

Geometry (Å):
C  -0.70568  -0.36451  0.85063
C  -0.03868  0.92895  0.38092
N  1.36157  0.90323  0.76326
H  -1.53147  -0.64181  0.17597
H  0.06120  -1.20266  0.84896
H  -1.06054  -0.31777  1.91447
H  -0.21751  0.97741  -0.69942
H  -0.41597  1.81466  0.83293
H  1.76291  1.83294  0.78739
H  1.93933  0.31104  0.18659
H  0.14329  -0.99150  -0.79169
S  -0.45976  -0.99110  -2.52440
H  -0.83869  -2.25888  -2.72560


# C2H9NS

A 3-piece molecular cluster, C2H9NS overall in a non-equilibrium geometry (ωB97M-V/def2-TZVPD, the OMol25 dataset).

Values from the calculation:
**Gap between HOMO and LUMO**: 0.3602 Eh
**LUMO level**: 0.9 eV
**HOMO**: -8.9 eV
**ΔE to the lowest compared entry with this formula, charge and spin**: 56.2 kcal per mole

Geometry (Å):
H  -2.50269  -4.11236  -2.05310
H  -2.94806  -3.67954  -1.59068
C  0.92939  0.28964  -1.04688
C  0.06791  -0.73874  -0.46448
S  1.24862  -0.22372  0.78697
H  1.76798  -0.03126  -1.79727
H  0.45866  1.20506  -1.22944
H  -0.01471  -1.54184  -1.07531
H  -0.85951  -0.43397  -0.04215
N  -2.23527  1.37907  0.38540
H  -1.37093  1.26141  0.96876
H  -2.89154  1.99272  0.92558
H  -1.95403  1.96035  -0.32754


# C2H9NS

A 2-piece molecular cluster, C2H9NS overall in a non-equilibrium geometry (ωB97M-V/def2-TZVPD, the OMol25 dataset).

Values from the calculation:
**Gap between HOMO and LUMO**: 0.3371 Eh
**LUMO level**: 0.3 eV
**HOMO**: -8.8 eV
**ΔE to the lowest compared entry with this formula, charge and spin**: 37.4 kcal per mole

Geometry (Å):
C  0.40165  1.70738  1.76427
C  1.67559  0.77719  1.70429
N  1.42706  -0.26243  0.66054
H  0.43844  2.22641  2.74245
H  0.23402  2.51965  0.99711
H  -0.45860  1.06543  1.81089
H  2.59173  1.37306  1.48423
H  1.83094  0.22672  2.70505
H  1.02620  0.10190  -0.19730
H  0.87063  -1.12293  0.90201
S  -1.55281  -1.05059  -2.01664
H  -2.56996  -0.99313  -2.89878
H  -1.57136  -1.65811  -0.71459


# C2H9NS

A 2-piece molecular cluster, C2H9NS overall in a non-equilibrium geometry (ωB97M-V/def2-TZVPD, the OMol25 dataset).

Values from the calculation:
**Gap between HOMO and LUMO (spin up / spin down)**: 0.3768 / 0.1936 Eh
**Total charge**: +1
**Spin multiplicity**: 2
**LUMO level (spin up / spin down)**: -3.5 / -8.3 eV
**HOMO (spin up / spin down)**: -13.8 / -13.6 eV
**ΔE to the lowest compared entry with this formula, charge and spin**: 19.3 kcal per mole

Geometry (Å):
S  1.97453  0.68658  -0.94057
H  1.27682  -0.02354  -0.04388
C  -1.93398  -0.74534  -0.52305
N  -1.02635  -0.15013  0.42645
C  -1.02440  -0.51836  1.81966
H  -2.95665  -0.44266  -0.28147
H  -1.71581  -0.38862  -1.52660
H  -1.84949  -1.83370  -0.47390
H  -1.01673  0.86792  0.33370
H  1.42470  1.84224  -0.53963
H  -1.79762  0.01973  2.36702
H  -0.07576  -0.18945  2.24767
H  -1.12222  -1.59556  1.91984


# C2H9NS2

A 2-piece molecular cluster, C2H9NS2 overall in a non-equilibrium geometry (ωB97M-V/def2-TZVPD, the OMol25 dataset).

Values from the calculation:
**Gap between HOMO and LUMO**: 0.3179 Eh
**LUMO level**: 0.1 eV
**HOMO**: -8.6 eV
**ΔE to the lowest compared entry with this formula, charge and spin**: 35.9 kcal per mole

Geometry (Å):
C  1.41872  0.93259  0.84375
N  1.21476  1.17067  -0.51405
C  0.88586  -0.01254  -1.22204
H  2.08335  0.08269  0.96281
H  0.49934  0.60849  1.54938
H  1.93518  1.72499  1.44417
H  0.60907  1.86258  -0.79971
H  0.12269  -0.61782  -0.65696
H  0.53337  0.20491  -2.29550
H  1.78016  -0.71612  -1.16863
S  -3.32382  -2.18946  0.08616
S  -2.51670  -0.47118  1.07352
H  -3.84736  -1.46636  -0.91313
H  -1.39463  -1.11344  1.61021


Computed energy (eV) in order:
-14542.480; -14542.979; -14542.855; -14543.671; -14536.136; -25379.158